Model a:
# C5H7N2

An isolated ion of composition C5H7N2 and charge +1 (ωB97M-V with the def2-TZVPD basis set, the OMol25 dataset).

Values from the calculation:
- Charge: +1
- LUMO: -4.3958 eV
- SMILES: C=NC1=[NH+]C=CC1
- HOMO: -13.67 eV

Each line ends with the Mulliken charge.
Atoms and positions in Å:
H (-3.184, 0.005, 1.255)  0.289
H (0.491, 2.305, -0.216)  0.170
H (2.744, -1.146, 0.373)  0.379
H (2.578, 1.659, 0.014)  0.404
N (0.554, 1.348, -0.030)  0.022
C (1.908, 0.842, 0.038)  -0.460
C (-2.743, 0.107, 0.258)  -0.144
N (-1.526, 0.234, -0.132)  -0.194
C (1.916, -0.444, 0.206)  -0.335
C (0.515, -0.998, 0.277)  -0.193
C (-0.253, 0.289, 0.055)  0.131
H (-3.399, -0.070, -0.589)  0.278
H (0.289, -1.629, -0.594)  0.309
H (0.163, -1.492, 1.243)  0.343

Model b:
# C5H7N2

An isolated ion of composition C5H7N2 and charge +1 (ωB97M-V with the def2-TZVPD basis set, the OMol25 dataset).

Values from the calculation:
- Charge: +1
- LUMO: -5.8415 eV
- HOMO: -16.35 eV

Each line ends with the Mulliken charge.
Atoms and positions in Å:
H (0.841, -1.228, 1.517)  0.339
C (-0.110, -0.761, 1.457)  -1.119
H (-0.061, -0.577, -1.443)  0.345
H (-0.485, 1.164, -1.763)  0.321
C (0.373, 0.465, -1.444)  -0.893
H (-0.571, -1.077, 0.547)  0.353
N (1.103, 1.363, 2.162)  -0.393
N (2.058, 1.330, -0.052)  -0.435
H (-0.828, -1.019, 2.209)  0.369
C (1.843, 1.453, 1.172)  0.493
H (1.313, 0.591, -2.083)  0.357
H (-0.843, 1.428, 1.244)  0.399
C (0.772, 0.892, -0.156)  0.470
C (0.069, 0.842, 1.201)  0.395

Model c:
# C5H7N2

An isolated ion of composition C5H7N2 and charge +1 (ωB97M-V with the def2-TZVPD basis set, the OMol25 dataset).

Values from the calculation:
- Charge: +1
- LUMO: -4.6549 eV
- SMILES: C=C=[N+]=C(C)N=C
- HOMO: -13.79 eV

Each line ends with the Mulliken charge.
Atoms and positions in Å:
C (-2.808, -0.483, 0.169)  -0.176
C (1.470, 1.278, 0.614)  0.858
H (-2.982, -0.065, -0.798)  0.284
H (-0.588, -2.046, -1.375)  0.354
H (2.412, 2.895, 1.587)  0.251
H (0.579, -0.845, -1.720)  0.388
N (0.505, 0.536, 0.517)  -0.144
C (-0.354, -0.344, 0.084)  0.513
C (0.124, -1.352, -0.907)  -1.013
H (3.305, 1.926, 0.222)  0.298
N (-1.555, -0.584, 0.487)  -0.209
C (2.488, 2.029, 0.824)  -1.025
H (0.947, -1.902, -0.391)  0.322
H (-3.544, -1.042, 0.686)  0.299

Which structure loses on stability? model b does.

Model a:
# C5H7N2

C5H7N2 as an isolated structure (ωB97M-V with the def2-TZVPD basis set, the OMol25 dataset).

Values from the calculation:
- Charge: +1
- LUMO (alpha / beta): -6.5547 / -6.5536 eV
- HOMO (alpha / beta): -14.57 / -14.57 eV

Each line ends with the Mulliken charge.
Atoms and positions in Å:
C (-1.719, -0.993, 0.364)  -1.184
N (0.348, 0.128, 0.304)  0.360
H (-1.350, -0.376, -2.484)  0.303
N (0.789, 0.096, 1.470)  -0.630
C (-0.753, -0.244, -0.415)  1.096
H (-2.732, -1.015, -0.060)  0.351
C (2.016, 0.628, 1.254)  -0.286
H (-1.786, -0.733, 1.490)  0.342
H (2.396, 1.607, -0.782)  0.482
H (0.083, 0.825, -2.038)  0.159
H (-1.440, -2.028, 0.486)  0.328
H (2.764, 0.809, 2.024)  0.397
C (-0.715, 0.129, -1.692)  -0.759
C (2.100, 1.167, 0.078)  0.042

Model b:
# C5H7N2

An isolated ion of composition C5H7N2 and charge +1 (ωB97M-V with the def2-TZVPD basis set, the OMol25 dataset).

Values from the calculation:
- Charge: +1
- LUMO (alpha / beta): -5.2133 / -5.2119 eV
- HOMO (alpha / beta): -12.04 / -12.04 eV

Each line ends with the Mulliken charge.
Atoms and positions in Å:
N (-1.366, 0.393, 0.410)  0.031
H (2.405, -2.266, -1.497)  0.254
H (-0.221, 2.202, 0.928)  0.350
C (-0.465, 0.779, -0.670)  0.051
H (-1.676, -0.575, 2.364)  0.258
H (-1.650, -1.615, 0.805)  0.287
H (-0.947, 0.907, -1.630)  0.353
C (2.449, -1.509, -0.738)  -0.265
N (1.631, -0.550, -0.552)  -0.010
C (-0.940, 1.763, 0.338)  -0.457
C (0.895, 0.343, -0.740)  -0.221
H (-1.866, 2.326, 0.018)  0.263
C (-1.591, -0.572, 1.171)  -0.154
H (3.341, -1.627, -0.207)  0.259

Model c:
# C5H7N2

An isolated ion of composition C5H7N2 and charge +1 (ωB97M-V with the def2-TZVPD basis set, the OMol25 dataset).

Values from the calculation:
- Charge: +1
- LUMO (alpha / beta): -5.4449 / -5.4463 eV
- HOMO (alpha / beta): -12.81 / -12.81 eV

Each line ends with the Mulliken charge.
Atoms and positions in Å:
C (1.747, 0.512, -0.426)  0.099
H (0.557, 2.136, -0.478)  0.310
C (-2.886, 0.613, 0.559)  -0.203
H (0.016, -1.271, 0.666)  0.246
N (0.574, 1.119, -0.358)  -0.057
H (-3.132, -0.092, 1.339)  0.243
C (-0.616, 0.511, -0.337)  -0.097
N (-1.704, 0.719, 0.150)  -0.044
H (-3.650, 1.272, 0.177)  0.262
C (1.865, -0.890, -0.308)  -0.126
C (0.880, -1.677, 0.163)  -0.667
H (2.790, -1.328, -0.655)  0.341
H (2.611, 1.127, -0.617)  0.398
H (0.947, -2.751, 0.124)  0.296

Model d:
# C5H7N2

An isolated ion of composition C5H7N2 and charge +1 (ωB97M-V with the def2-TZVPD basis set, the OMol25 dataset).

Values from the calculation:
- Charge: +1
- LUMO: -5.0461 eV
- SMILES: C=C=C=NC(C)=[NH2+]
- HOMO: -13.50 eV

Each line ends with the Mulliken charge.
Atoms and positions in Å:
H (-2.554, -1.625, -0.527)  0.370
C (-2.151, -0.707, -0.194)  -1.102
N (-0.382, -1.254, -1.687)  -0.355
N (0.116, 0.004, 0.166)  -0.179
H (-2.864, -0.009, -0.862)  0.298
C (-0.754, -0.548, -0.609)  0.743
C (0.521, 0.843, 0.956)  0.207
H (2.947, 2.566, 1.093)  0.247
H (3.556, 1.027, 1.808)  0.317
H (-0.808, -2.012, -2.173)  0.225
C (2.731, 1.585, 1.602)  -0.404
C (1.498, 1.263, 1.617)  0.060
H (-2.330, -0.354, 0.882)  0.309
H (0.473, -0.781, -2.071)  0.262

Which structure loses on stability? model a does.

Model a:
# C5H7N2

An isolated ion of composition C5H7N2 and charge +1 (ωB97M-V with the def2-TZVPD basis set, the OMol25 dataset).

Values from the calculation:
- Charge: +1
- LUMO (alpha / beta): -5.0766 / -5.0781 eV
- HOMO (alpha / beta): -12.18 / -12.17 eV

Each line ends with the Mulliken charge.
Atoms and positions in Å:
H (-1.545, -3.272, 0.195)  0.290
C (1.028, 0.147, -0.134)  0.141
H (-0.153, 0.360, 3.270)  0.405
H (-0.037, 2.032, -0.909)  0.377
C (0.111, -0.895, -0.516)  -0.102
H (-2.803, -2.021, -0.108)  0.255
N (-0.827, -1.552, -0.189)  -0.012
N (0.782, 0.478, 1.222)  -0.044
C (-1.771, -2.327, -0.020)  -0.284
H (2.020, -0.194, -0.201)  0.296
H (1.803, 1.932, -0.582)  0.341
C (0.215, 0.324, 2.224)  0.127
C (0.845, 1.425, -0.931)  -1.101
H (0.967, 1.055, -2.041)  0.311

Model b:
# C5H7N2

An isolated ion of composition C5H7N2 and charge +1 (ωB97M-V with the def2-TZVPD basis set, the OMol25 dataset).

Values from the calculation:
- Charge: +1
- LUMO: -5.7086 eV
- SMILES: [H]/N=C/[N+](C)=C/C#C
- HOMO: -15.23 eV

Each line ends with the Mulliken charge.
Atoms and positions in Å:
H (-2.369, 0.822, 0.109)  0.264
H (-0.710, 1.820, 0.521)  0.426
H (-0.012, -2.076, 0.287)  0.431
N (-2.323, -1.390, -0.158)  -0.419
C (2.126, -0.618, 0.036)  -0.687
N (-0.412, 0.011, 0.027)  0.098
H (0.891, 1.529, 0.452)  0.483
C (3.296, -0.544, -0.152)  0.121
C (0.318, -0.994, 0.197)  0.273
C (0.013, 1.355, -0.036)  -1.015
H (-3.305, -1.329, -0.130)  0.307
C (-1.871, -0.245, 0.109)  0.031
H (4.249, -0.077, -0.155)  0.394
H (0.109, 1.736, -1.106)  0.292

Which structure loses on stability? model b does.

Model a:
# C10H30O10

A 5-piece molecular cluster, C10H30O10 overall (ωB97M-V with the def2-TZVPD basis set, the OMol25 dataset).

Values from the calculation:
- Charge: 0
- LUMO: 0.3985 eV
- SMILES: OCCO.OCCO.OCCO.OCCO.OCCO
- HOMO: -9.77 eV

Each line ends with the Mulliken charge.
Atoms and positions in Å:
H (-5.157, 19.760, 2.318)  0.224
O (-1.209, 21.959, -0.908)  -0.512
H (-2.619, 18.942, 3.431)  0.319
O (-0.817, 20.692, 6.042)  -0.568
C (-1.334, 18.792, 4.698)  -0.287
H (-0.436, 18.697, 4.088)  0.303
H (-1.399, 20.932, 5.318)  0.374
H (-8.365, 14.616, 1.178)  0.346
H (-9.600, 15.168, 7.563)  0.297
H (-0.410, 18.816, 6.884)  0.352
H (-2.116, 19.139, 6.690)  0.218
C (-10.354, 17.646, 5.965)  -0.448
O (-8.984, 17.847, 5.875)  -0.545
H (-1.624, 17.743, 4.760)  0.325
H (-8.695, 16.531, 2.549)  0.199
H (-1.300, 22.747, -1.449)  0.305
O (-6.542, 14.821, 2.630)  -0.577
H (-3.225, 21.579, -0.979)  0.305
H (-5.724, 14.667, 3.108)  0.279
C (-5.277, 18.687, 2.462)  -0.341
H (-3.050, 20.970, 1.605)  0.268
H (-5.865, 18.395, 1.592)  0.330
C (-1.143, 19.273, 6.219)  -0.400
H (-2.696, 22.741, 0.261)  0.333
H (-10.589, 15.510, 5.639)  0.151
H (-7.764, 14.004, 4.112)  0.415
H (-5.708, 17.237, 3.969)  0.101
O (-7.304, 18.666, 3.817)  -0.529
H (-3.494, 18.523, 1.698)  0.303
H (-10.613, 18.361, 6.746)  0.370
H (-1.725, 19.166, 0.032)  0.318
C (-7.645, 14.943, 3.572)  -0.310
C (-2.450, 21.809, -0.249)  -0.502
O (-2.533, 19.368, 0.509)  -0.606
C (-2.308, 20.754, 0.836)  -0.320
H (-7.264, 15.590, 4.362)  0.177
O (-10.248, 15.865, 7.689)  -0.541
H (-5.400, 18.742, 4.607)  0.269
C (-8.925, 15.521, 2.891)  -0.049
H (-9.730, 15.557, 3.624)  0.064
H (-7.674, 18.314, 4.631)  0.344
C (-5.923, 18.286, 3.766)  -0.051
H (-10.775, 17.835, 4.977)  0.330
O (-2.338, 19.553, 4.116)  -0.465
O (-9.142, 14.755, 1.724)  -0.580
H (-11.931, 16.170, 6.583)  0.321
H (-1.404, 20.759, 1.445)  0.384
C (-10.857, 16.234, 6.408)  -0.273
O (-3.936, 18.172, 2.474)  -0.700
H (-8.545, 17.986, 6.717)  0.277

Model b:
# C10H30O10

A 5-piece molecular cluster, C10H30O10 overall (ωB97M-V with the def2-TZVPD basis set, the OMol25 dataset).

Values from the calculation:
- Charge: 0
- LUMO: 0.1908 eV
- SMILES: OCCO.OCCO.OCCO.OCCO.OCCO
- HOMO: -9.80 eV

Each line ends with the Mulliken charge.
Atoms and positions in Å:
C (16.028, -24.193, 17.584)  -0.182
O (12.052, -25.639, 21.134)  -0.567
O (9.619, -27.267, 14.771)  -0.550
H (12.321, -23.134, 21.967)  0.545
H (17.019, -22.473, 16.907)  0.340
H (15.001, -24.344, 19.267)  0.184
H (15.792, -22.196, 19.486)  0.288
C (10.853, -26.672, 14.537)  -0.022
O (10.028, -24.877, 19.444)  -0.533
H (6.744, -24.055, 18.800)  0.237
C (11.907, -27.311, 15.408)  -0.415
H (10.701, -25.650, 14.883)  -0.017
C (9.999, -25.029, 17.988)  -0.245
H (14.044, -23.181, 21.947)  0.375
O (8.325, -22.616, 20.573)  -0.580
O (12.970, -26.436, 15.580)  -0.565
H (7.253, -23.948, 21.880)  0.239
H (12.690, -25.936, 16.350)  0.321
H (11.597, -27.668, 16.390)  0.266
O (15.650, -24.891, 18.819)  -0.507
H (11.163, -24.060, 16.329)  0.420
C (7.178, -23.425, 20.927)  -0.367
C (13.279, -25.111, 21.446)  -0.535
H (16.825, -24.718, 17.058)  0.358
C (6.688, -24.382, 19.839)  -0.356
O (15.901, -21.994, 18.554)  -0.519
H (13.522, -25.409, 22.466)  0.424
H (10.839, -25.287, 19.753)  0.340
H (12.978, -22.058, 20.258)  0.246
H (11.316, -23.246, 17.902)  0.371
C (13.165, -23.562, 21.427)  -0.527
C (16.769, -22.924, 17.867)  -0.510
C (11.178, -24.208, 17.409)  -0.555
H (6.345, -22.745, 21.108)  0.355
H (5.670, -24.706, 20.058)  0.313
H (10.987, -26.607, 13.457)  0.409
H (9.165, -24.638, 17.406)  0.386
H (13.929, -25.540, 20.684)  0.247
O (13.154, -22.985, 20.079)  -0.449
O (12.443, -24.846, 17.738)  -0.416
H (10.073, -26.069, 17.672)  0.253
H (8.247, -25.426, 19.921)  0.374
H (17.703, -23.042, 18.416)  0.262
H (12.638, -24.674, 18.662)  -0.015
H (11.559, -25.452, 21.936)  0.295
H (12.290, -28.174, 14.862)  0.341
O (7.307, -25.621, 19.956)  -0.538
H (15.253, -23.936, 16.862)  0.156
H (9.015, -27.074, 14.051)  0.306
H (9.027, -23.154, 20.200)  0.321

Model c:
# C10H30O10

A 5-piece molecular cluster, C10H30O10 overall (ωB97M-V with the def2-TZVPD basis set, the OMol25 dataset).

Values from the calculation:
- Charge: 0
- LUMO: 0.3929 eV
- SMILES: OCCO.OCCO.OCCO.OCCO.OCCO
- HOMO: -9.60 eV

Each line ends with the Mulliken charge.
Atoms and positions in Å:
H (-14.039, -8.036, 11.941)  0.288
H (-14.710, -12.933, 10.280)  -0.059
H (-16.051, -8.789, 9.207)  0.211
H (-16.537, -14.465, 11.810)  0.275
O (-12.973, -14.064, 10.187)  -0.619
H (-14.048, -11.438, 8.401)  0.320
H (-13.897, -15.397, 11.063)  0.273
O (-16.711, -13.805, 12.496)  -0.440
O (-14.353, -16.201, 11.356)  -0.443
H (-12.180, -10.524, 9.107)  0.283
H (-17.808, -13.647, 14.176)  0.323
H (-13.151, -17.441, 10.324)  0.292
O (-16.932, -7.541, 10.547)  -0.550
H (-18.702, -14.273, 12.772)  0.264
H (-9.941, -10.608, 6.337)  0.275
C (-14.230, -17.307, 10.447)  -0.249
H (-17.334, -9.490, 10.085)  0.330
H (-12.178, -13.529, 10.298)  0.310
C (-13.938, -13.222, 9.551)  0.005
H (-17.101, -17.404, 12.825)  0.239
C (-17.756, -14.319, 13.319)  -0.533
O (-10.291, -9.122, 5.057)  -0.559
H (-13.781, -19.982, 11.990)  0.290
O (-17.431, -16.543, 12.563)  -0.554
C (-15.457, -9.288, 11.257)  -0.168
H (-16.162, -6.991, 10.724)  0.309
C (-13.267, -12.092, 8.806)  -0.427
O (-14.266, -8.502, 11.135)  -0.529
H (-15.741, -18.246, 11.771)  -0.224
H (-15.183, -19.280, 10.532)  0.430
O (-11.837, -9.118, 7.524)  -0.483
H (-14.794, -16.997, 9.558)  0.297
H (-15.883, -9.191, 12.256)  0.322
O (-13.893, -19.039, 12.093)  -0.541
H (-11.193, -9.447, 4.985)  0.319
H (-15.125, -10.321, 11.144)  0.092
C (-10.465, -8.725, 7.416)  -0.287
O (-12.535, -11.224, 9.668)  -0.545
H (-14.568, -13.835, 8.894)  0.308
H (-12.457, -8.407, 7.363)  0.260
C (-14.844, -18.473, 11.199)  0.009
H (-18.130, -16.099, 14.490)  0.370
H (-16.394, -15.821, 14.104)  0.278
C (-9.786, -9.521, 6.332)  -0.468
H (-10.482, -7.738, 6.938)  0.324
H (-9.999, -8.667, 8.398)  0.314
C (-17.420, -15.719, 13.753)  -0.300
C (-16.462, -8.851, 10.224)  -0.315
H (-8.702, -9.406, 6.372)  0.324
H (-12.667, -12.527, 8.003)  0.356

Which structure loses on stability? model a does.